Formula: C3H3OP
Source: the OMol25 dataset
Level of theory: ωB97M-V with the def2-TZVPD basis set

energy relative to the best compared isomer or geometry (same formula, charge and spin): 147.2 kJ/mol
HOMO energy (spin up / spin down): -0.2854 / -0.3500 Eh
HOMO-LUMO gap (spin up / spin down): 7.97 / 7.41 eV
DFT total energy: -14489.383 eV

Geometry as ORCA input:
```
! RIJCOSX wB97M-V def2-TZVPD def2/J DEFGRID3
* xyz 0 3
C 0.3158 -0.2442 1.1440
C -0.8067 -0.3088 -0.5989
C 0.2577 0.5566 -0.1302
O -1.2413 -0.5613 -2.0284
P -0.9690 -1.2965 0.8289
H 1.2670 -0.2240 1.5765
H -0.0564 1.6278 -0.2941
H 1.2329 0.4503 -0.4976
*
```

=====

Formula: C3H3OPS
Source: the OMol25 dataset
Level of theory: ωB97M-V with the def2-TZVPD basis set

energy relative to the best compared isomer or geometry (same formula, charge and spin): 387.1 kJ/mol
HOMO energy: -0.3092 Eh
HOMO-LUMO gap: 7.39 eV
DFT total energy: -25325.391 eV

Geometry as ORCA input:
```
! RIJCOSX wB97M-V def2-TZVPD def2/J DEFGRID3
* xyz 0 1
C 1.0621 -1.2333 -0.5439
C 0.5606 1.5647 -0.2216
C 0.8850 -1.5515 0.6109
O -0.4941 1.2524 0.4340
P -1.6390 0.1124 0.8139
S -2.7422 -0.2005 -0.7309
H 1.0481 -0.7230 -1.4965
H 0.6580 2.5931 -0.4647
H 0.6616 -1.8144 1.5988
*
```

=====

Formula: C3H41NO16S
Source: the OMol25 dataset
Level of theory: ωB97M-V with the def2-TZVPD basis set

energy relative to the best compared isomer or geometry (same formula, charge and spin): 433.2 kJ/mol
HOMO energy (spin up / spin down): -0.4922 / -0.4922 Eh
HOMO-LUMO gap (spin up / spin down): 10.02 / 4.66 eV
DFT total energy: -48852.951 eV

Geometry as ORCA input:
```
! RIJCOSX wB97M-V def2-TZVPD def2/J DEFGRID3
* xyz 1 2
C 1.2421 0.5463 -0.1296
C 0.4714 -0.7408 0.0192
C -0.0464 -1.1475 1.4277
S 1.4380 -1.9629 2.1087
N -0.6386 -0.7946 -0.9551
H 1.8289 0.8568 0.7213
H 1.8708 0.4887 -1.0285
H 0.6176 1.3207 -0.5914
H 1.0800 -1.6219 -0.2412
H -0.9390 -1.7715 1.4025
H -0.2796 -0.3425 2.1350
H 1.5382 -1.5881 3.3911
H -0.2050 -0.8035 -1.8757
H -1.1963 0.0542 -0.8694
H -2.4546 2.1248 -0.3236
H -3.3124 1.0359 -0.9221
O -2.7145 1.2051 -0.1837
H 3.1609 0.4492 1.8624
H 4.4004 1.3044 1.7276
O 4.0755 0.4209 1.5229
H 3.7887 -2.1005 -2.3799
H 3.3990 -0.8478 -1.7431
O 3.1232 -1.4065 -2.4839
H -0.3355 2.8052 4.4124
H -1.3992 1.8312 3.6185
O -0.4685 2.0474 3.8418
H -3.6190 -2.5535 1.6902
H -2.5712 -2.0226 2.7139
O -3.4867 -2.2820 2.6123
H -0.7347 3.2716 -0.6606
H -0.7624 2.8747 0.7448
O -0.5244 3.6508 0.2153
H 1.0532 1.9943 2.8232
H 2.5258 2.0392 2.8923
O 1.8312 1.3780 2.7635
H 0.2330 2.4262 -3.2211
H -1.0983 3.0818 -2.9700
O -0.2555 2.8947 -2.5340
H -2.5750 -1.9069 -0.2524
H -3.7240 -2.5865 -1.0783
O -3.3199 -2.5184 -0.2081
H 4.2251 -1.1433 0.5306
H 3.5804 -2.4036 -0.1087
O 4.4235 -1.9962 0.1099
H -2.4953 -4.2263 -0.5615
H -1.1189 -4.0446 -1.2970
O -1.8552 -4.6422 -1.1593
H 0.9279 -3.4694 -2.0415
H 2.0416 -4.4663 -1.8384
O 1.1923 -4.3640 -2.2811
H 1.4941 4.3909 0.8404
H 0.5183 4.3004 1.9294
O 1.4701 4.2653 1.7971
H 1.2029 -0.3747 -3.9273
H -0.2395 -0.7725 -4.2284
O 0.2868 -0.1103 -3.7612
H -1.7328 0.7358 -3.8857
H -3.2516 1.0871 -3.6321
O -2.4351 1.3722 -4.0474
H -3.3920 2.2825 2.7344
H -2.9978 0.9912 2.0069
O -2.8617 1.4839 2.8260
*
```

=====

Formula: C3H42NO17
Source: the OMol25 dataset
Level of theory: ωB97M-V with the def2-TZVPD basis set

energy relative to the best compared isomer or geometry (same formula, charge and spin): 165.8 kJ/mol
HOMO energy: -0.4564 Eh
HOMO-LUMO gap: 10.20 eV
DFT total energy: -40086.851 eV

Geometry as ORCA input:
```
! RIJCOSX wB97M-V def2-TZVPD def2/J DEFGRID3
* xyz 1 1
C -0.8008 -2.1001 -0.1453
C 0.0240 -0.9935 0.5473
C 1.9341 0.3947 0.2162
N 0.9466 -0.4432 -0.4154
H -1.6567 -1.6515 -0.6537
H -0.2317 -2.8559 -0.6979
H -1.3240 -2.6282 0.6628
H -0.7619 -0.3768 1.0167
H 0.5299 -1.4433 1.3973
H 2.6178 0.8708 -0.5157
H 2.6293 -0.0479 0.9233
H 0.4811 0.1198 -1.1202
H -3.1264 2.1578 -2.1722
H -3.3093 3.6525 -1.7962
O -2.9594 2.8090 -1.4828
H -3.7011 -1.2642 2.9006
H -2.2247 -0.6353 2.9447
O -3.0891 -0.6396 2.4962
H 3.7631 -2.8375 0.1215
H 2.6057 -2.1215 -0.4288
O 3.0518 -2.2397 0.4339
H -1.2615 0.2462 -4.7191
H -2.4055 0.2065 -3.5234
O -1.4725 0.3192 -3.7961
H -1.0439 2.9392 0.4980
H -0.4250 2.8494 -0.9978
O -0.2003 3.1649 -0.0630
H 2.9982 1.1151 -4.1026
H 3.6168 1.6218 -2.8280
O 2.8039 1.7021 -3.3431
H 4.3109 -0.4431 3.4132
H 2.9170 -0.8063 2.8458
O 3.3910 -0.1531 3.3846
H 1.1479 -2.0263 -2.0034
H 1.8878 -3.0911 -2.9987
O 1.9715 -2.3968 -2.3285
H 0.5504 0.5923 3.7227
H 1.9506 1.4123 3.8916
O 1.0429 1.4267 3.5844
H -4.0251 0.1081 -1.5382
H -4.6779 0.0052 -2.9145
O -3.8862 0.3570 -2.4780
H 3.9348 -1.6698 -4.0590
H 2.9592 -1.0419 -3.0205
O 3.6370 -0.8268 -3.6739
H -4.1505 -0.0231 1.0684
H -5.4430 0.1722 0.2963
O -4.5273 -0.0978 0.1656
H 1.2131 1.3080 1.9494
H 0.5156 2.5201 0.3360
O 1.3286 1.4824 0.9597
H -0.0888 -1.5854 3.6306
H -0.7890 -0.6729 4.7953
O -0.6555 -0.8149 3.8567
H 1.6673 -3.4093 3.9176
H 1.7862 -3.0331 2.5066
O 1.2934 -2.7687 3.3048
H -0.4943 1.4380 -2.9034
H 0.9130 2.0799 -2.5198
O -0.0454 2.1691 -2.4352
H -3.0197 3.1186 0.8122
H -2.3322 1.9398 1.7068
O -2.2915 2.8401 1.3678
*
```

=====

Formula: C3H45FNO23PS
Source: the OMol25 dataset
Level of theory: ωB97M-V with the def2-TZVPD basis set

HOMO energy: -0.3348 Eh
HOMO-LUMO gap: 9.04 eV
DFT total energy: -75268.385 eV

Geometry as ORCA input:
```
! RIJCOSX wB97M-V def2-TZVPD def2/J DEFGRID3
* xyz 0 1
N 2.6181 0.1277 2.2013
P 2.0966 1.4178 1.5537
O 2.1576 1.3882 -0.0224
O 2.8842 2.7413 1.9867
O 0.5092 1.6897 1.8574
S -0.2166 2.9738 1.0808
O -1.2677 3.3238 2.0203
O -0.9429 2.3582 -0.1882
C -1.8678 1.2395 0.0134
C -1.1785 -0.1200 -0.0808
C -1.3462 -0.9059 1.1977
F -0.6866 -2.1372 1.0461
H 1.9533 -0.3967 2.7589
H 2.8326 0.7098 -0.2063
H 2.4980 3.1332 2.7820
H -2.6119 1.3396 -0.7708
H -2.3915 1.3601 0.9648
H -0.1297 0.0661 -0.3172
H -1.5752 -0.6751 -0.9246
H -2.4041 -1.0904 1.3711
H -0.9455 -0.4123 2.0810
O -2.5570 4.9520 4.2293
H -1.8018 5.4143 4.6037
H -2.1980 4.4565 3.4834
O 2.1408 0.5946 -2.7334
H 1.8526 1.5126 -2.6105
H 2.4814 0.5571 -3.6334
O -3.1699 -1.3946 3.6414
H -4.0613 -1.4225 3.2687
H -3.1118 -2.1878 4.1820
O -2.8714 -0.1708 -2.6902
H -3.6542 -0.1984 -3.2497
H -2.1392 -0.2161 -3.3200
O -5.4633 -2.1386 1.8775
H -5.6534 -2.6902 1.1121
H -6.0441 -1.3763 1.7794
O -1.0159 1.1074 4.4079
H -1.2499 1.9125 3.9296
H -1.8248 0.5793 4.3863
O 0.4745 -1.7389 4.3873
H 0.1030 -0.8477 4.4368
H -0.2162 -2.3126 4.7267
O 2.9637 -1.5662 -4.1966
H 2.4782 -1.7794 -3.3835
H 3.2362 -2.4177 -4.5535
O 0.9380 -1.7274 -1.5827
H 1.5315 -0.9645 -1.5380
H 0.9036 -2.0685 -0.6797
O 4.9751 5.1490 1.9902
H 4.4029 4.3791 1.8943
H 4.3919 5.8661 2.2549
O 5.8668 -0.3190 -2.0000
H 5.1341 -0.4778 -2.6048
H 6.6147 -0.1820 -2.5895
O -3.8585 4.1166 -0.6162
H -3.8933 4.9380 -0.1158
H -2.9320 3.8552 -0.5846
O -1.9733 -3.8707 -1.2071
H -1.2643 -3.7922 -1.8586
H -1.6957 -3.2814 -0.4939
O 5.1018 1.4210 0.1465
H 5.8499 1.8837 0.5340
H 5.4886 0.9515 -0.6102
O -0.2169 -4.9708 -3.2435
H 0.6501 -5.1404 -3.6202
H -0.3466 -5.6378 -2.5544
O 1.5312 3.3958 -2.3543
H 0.7870 3.9240 -2.6593
H 2.1224 4.0098 -1.9073
O -1.5148 -6.9706 -1.6366
H -2.1727 -7.6418 -1.8380
H -2.0194 -6.1939 -1.3513
O -1.3000 -2.1991 -4.6540
H -0.4060 -2.2977 -4.9953
H -1.3800 -2.9138 -4.0106
*
```

=====

Formula: C3H4AgFO3
Source: the OMol25 dataset
Level of theory: ωB97M-V with the def2-TZVPD basis set

HOMO energy (spin up / spin down): -0.5807 / -0.5802 Eh
HOMO-LUMO gap (spin up / spin down): 9.48 / 6.73 eV
DFT total energy: -16023.833 eV

Geometry as ORCA input:
```
! RIJCOSX wB97M-V def2-TZVPD def2/J DEFGRID3
* xyz 1 2
F 1.3655 0.9358 2.2282
O -0.4720 -1.3706 -0.4333
C -0.9634 -0.3688 -1.0651
C 0.5669 0.1264 1.1292
O -2.1214 -0.4819 -1.5445
O -0.4069 0.8064 -0.9633
C 0.7896 0.8988 -0.1654
Ag -2.0486 -2.4900 -1.1929
H 1.1594 -0.7954 1.1690
H -0.4355 0.2879 1.5435
H 1.6300 0.4854 -0.7321
H 0.9363 1.9659 0.0267
*
```

=====

Which formula does entry 1 have?
C3H3OP

=====

Which of these has the lowest DFT total energy?
C3H45FNO23PS

=====

The lowest DFT total energy belongs to which entry?
C3H45FNO23PS

=====

Which value of DFT total energy does entry 2 give?
-25325.391 eV